No. 1
Below is C48H44BCrN7O as an isolated structure, with properties calculated with ωB97M-V/def2-TZVPD.

ORCA input file:
```
! wB97M-V def2-TZVPD RIJCOSX def2/J DEFGRID3
* xyz -1 4
Cr 0.17846 -0.31423 0.47075
C -4.75349 -3.61334 -0.58658
C -3.88309 -2.95429 0.43662
C -4.00120 -2.97808 1.80759
C -2.93832 -2.17339 2.27499
N -2.23318 -1.70297 1.26185
N -2.80967 -2.18184 0.13672
B -2.22330 -1.91677 -1.28524
N -0.80330 -2.53711 -1.33010
N 0.02340 -2.43716 -0.26416
C 0.95475 -3.37106 -0.41832
C 0.77504 -4.03483 -1.63875
C -0.36368 -3.47893 -2.18506
C -1.04596 -3.81730 -3.47060
C 1.95477 -3.66555 0.62124
C 1.65200 -3.44484 1.96278
C 2.60010 -3.68766 2.94691
C 3.86634 -4.14418 2.60513
C 4.16408 -4.38954 1.27028
C 3.20923 -4.16608 0.28826
N -2.23103 -0.40332 -1.53979
N -1.73899 0.42810 -0.58406
C -2.16612 1.65347 -0.89554
C -2.89180 1.61071 -2.09568
C -2.91801 0.28633 -2.46787
C -3.58323 -0.34747 -3.64745
C -1.98147 2.84095 -0.04369
C -1.95164 4.10708 -0.61111
C -1.81353 5.23559 0.18768
C -1.71492 5.10793 1.56521
C -1.76614 3.84177 2.14071
C -1.90113 2.72078 1.34269
C -2.61153 -1.83470 3.67254
C -1.80783 -0.73434 3.97136
C -1.53645 -0.39078 5.28789
C -2.06672 -1.13668 6.33379
C -2.85956 -2.24006 6.04670
C -3.12332 -2.58830 4.72815
H -5.57481 -4.12216 -0.08251
H -4.20054 -4.34950 -1.17422
H -5.17394 -2.88376 -1.28135
H -4.77059 -3.47590 2.37814
H -2.90413 -2.46131 -2.10501
H 1.36451 -4.83972 -2.04833
H -0.48634 -4.60183 -3.97693
H -1.09663 -2.94598 -4.12616
H -2.06421 -4.16985 -3.30494
H 0.66204 -3.08565 2.22380
H 2.34527 -3.52596 3.98903
H 4.61678 -4.30520 3.36919
H 5.15071 -4.73831 0.99093
H 3.45199 -4.33902 -0.75379
H -3.35066 2.43452 -2.61899
H -4.04660 0.42717 -4.25493
H -4.35321 -1.05571 -3.33807
H -2.86277 -0.88804 -4.26456
H -1.99701 4.21131 -1.68972
H -1.77850 6.21677 -0.27065
H -1.60214 5.98667 2.18937
H -1.69537 3.73329 3.21756
H -1.94714 1.73271 1.78485
H -1.39866 -0.15266 3.15557
H -0.91410 0.47270 5.49776
H -1.86554 -0.85547 7.36128
H -3.27389 -2.83682 6.85054
H -3.72630 -3.46394 4.51877
N 2.25283 -0.19503 3.97885
C 1.88326 -0.21745 2.69084
O 0.68961 -0.40692 2.41274
C 2.86525 0.07456 1.60835
C 2.29358 -0.45584 0.29476
H 1.57627 -0.52171 4.65066
H 3.22323 -0.34685 4.19159
H 3.84875 -0.33804 1.86019
H 2.95944 1.16517 1.55610
H 2.63196 -1.48350 0.16401
H 2.70642 0.10523 -0.53908
C 0.70397 1.52677 0.09394
C 1.22465 2.26687 -0.75056
C 1.87706 3.05327 -1.71309
C 1.21994 3.27443 -2.98571
C 0.06394 2.53485 -3.33621
C -0.55432 2.67799 -4.56684
C -0.06188 3.56780 -5.51941
C 1.04720 4.33943 -5.18346
C 1.66280 4.21479 -3.94648
C 3.29465 3.34061 -1.45417
C 3.75346 3.49705 -0.12762
C 5.10113 3.62404 0.17527
C 6.06379 3.61147 -0.82974
C 5.63842 3.46671 -2.14743
C 4.29134 3.33875 -2.45652
H -0.31617 1.81927 -2.61658
H -1.42976 2.07462 -4.79338
H -0.53083 3.66241 -6.49169
H 1.43705 5.05669 -5.89951
H 2.50058 4.85725 -3.70261
H 3.01461 3.50513 0.66682
H 5.40988 3.73426 1.21081
H 7.11883 3.69986 -0.59361
H 6.37171 3.43031 -2.94742
H 3.99955 3.17951 -3.48630
*
```

Calculated values
Kohn-Sham gap (alpha / beta) ... 0.1550 / 0.1629 Ha
HOMO level (alpha / beta) ... -2.01 / -2.22 eV
Total energy ... -3383.47649 hartree
F_max ... 0.837 eV/Å


No. 2
Below is C48H44IN2O6PS2Ti as an isolated structure, with properties calculated with ωB97M-V/def2-TZVPD.

ORCA input file:
```
! wB97M-V def2-TZVPD RIJCOSX def2/J DEFGRID3
* xyz 0 3
Ti -0.39696 1.01702 -0.47551
C -2.93161 1.37838 2.19112
C -2.05348 0.36801 2.87070
C -2.59262 -0.48048 3.82801
C -1.79767 -1.38814 4.50925
C -0.44330 -1.44204 4.24045
C 0.13574 -0.61541 3.28307
C 1.61054 -0.74362 3.02083
C -0.68343 0.28460 2.59640
N -0.14549 1.14709 1.60172
C 0.55799 2.20800 1.98288
C 0.81153 2.57354 3.41767
C 1.01480 3.09765 0.97635
C 1.92493 4.23017 1.35875
N 0.66688 2.84137 -0.30227
C 0.60912 3.98851 -1.14606
C 1.26113 4.01072 -2.38368
C 2.07901 2.86158 -2.88970
C 1.14561 5.14016 -3.18151
C 0.40448 6.23609 -2.77869
C -0.25575 6.19155 -1.56727
C -0.18284 5.07429 -0.74493
C -1.01855 5.09459 0.50808
H -3.86394 1.49121 2.74267
H -3.17342 1.07411 1.16918
H -2.44905 2.35521 2.12237
H -3.65021 -0.41606 4.04529
H -2.23078 -2.04282 5.25067
H 0.18680 -2.14156 4.77212
H 1.81069 -1.57170 2.33729
H 2.13967 -0.95995 3.94835
H 2.04448 0.14953 2.57609
H 0.32005 1.88752 4.10517
H 0.43981 3.58110 3.60913
H 1.87958 2.57912 3.64093
H 2.76432 3.84407 1.94059
H 1.42619 4.98104 1.97313
H 2.31738 4.72573 0.47338
H 2.99375 2.73436 -2.30596
H 2.36790 3.04410 -3.92388
H 1.52039 1.92372 -2.85744
H 1.64763 5.15035 -4.13855
H 0.32663 7.10647 -3.41371
H -0.87081 7.02376 -1.25422
H -2.01291 5.46518 0.26351
H -0.59275 5.76978 1.25441
H -1.14032 4.11068 0.95438
O -0.79911 1.47967 -2.45049
S -1.97106 2.35340 -2.15185
O -1.95975 3.61654 -2.81519
O -1.98926 2.36020 -0.65900
C -3.55089 1.61511 -2.50427
C -4.50233 2.45290 -3.05634
C -5.83499 2.04793 -3.10146
C -6.20734 0.82797 -2.57836
C -5.24662 -0.02658 -2.04375
C -3.92111 0.36043 -2.01571
S -2.70994 -0.90420 -1.71742
O -3.39297 -2.04962 -1.18488
O -2.04940 -1.02658 -2.98245
O -1.77226 -0.36714 -0.63803
H -4.19917 3.42330 -3.41482
H -6.57780 2.70383 -3.53461
H -7.24478 0.52194 -2.59972
H -5.50492 -1.00888 -1.67917
I 2.66678 0.60415 -0.31558
C 3.99443 -1.01307 0.00333
C 5.27527 -0.53812 0.17507
C 6.37728 -1.40581 0.25874
C 6.16819 -2.74043 0.11777
C 4.86165 -3.26417 -0.04760
C 4.72849 -4.66102 -0.20291
C 3.49902 -5.22910 -0.35266
C 2.36657 -4.41437 -0.29262
C 2.42808 -3.05240 -0.11067
P 0.75871 -2.23018 0.04742
C 0.17288 -2.82739 -1.59388
C 0.76732 -2.21576 -2.69724
C 0.47244 -2.63306 -3.98020
C -0.42826 -3.66985 -4.18057
C -1.02632 -4.27732 -3.09114
C -0.72843 -3.85987 -1.80151
C -0.06948 -3.33049 1.25391
C 0.62539 -4.08505 2.19924
C -0.05655 -4.83888 3.14048
C -1.44223 -4.83911 3.16192
C -2.13951 -4.06262 2.24997
C -1.46161 -3.30365 1.31115
C 3.70920 -2.41688 -0.05169
H 5.44748 0.52613 0.21663
H 7.37016 -1.00323 0.39661
H 6.99690 -3.43528 0.13120
H 5.62553 -5.26329 -0.21195
H 3.38748 -6.29314 -0.49365
H 1.39608 -4.88933 -0.37191
H 1.47463 -1.40304 -2.55547
H 0.93437 -2.14012 -4.82433
H -0.67028 -3.99278 -5.18419
H -1.74134 -5.07572 -3.23846
H -1.21348 -4.34453 -0.96539
H 1.70698 -4.10496 2.19564
H 0.49959 -5.42402 3.86056
H -1.97464 -5.43377 3.89076
H -3.21908 -4.03962 2.26647
H -2.02715 -2.69764 0.61377
*
```

Calculated values
Kohn-Sham gap (alpha / beta) ... 0.2501 / 0.2689 Ha
HOMO level (alpha / beta) ... -6.80 / -8.00 eV
Total energy ... -4701.49440 hartree
F_max ... 0.647 eV/Å


No. 3
Below is a 10-piece molecular cluster, C48H44N10O14 overall, with properties calculated with ωB97M-V/def2-TZVPD.

ORCA input file:
```
! wB97M-V def2-TZVPD RIJCOSX def2/J DEFGRID3
* xyz 0 1
C -4.97174 -2.58604 0.45650
C -5.11821 -2.59144 1.89439
N -5.27466 -2.58636 3.08215
H -5.01513 -1.68342 -0.15301
H -5.53915 -3.43174 0.06797
H -3.97044 -2.91542 0.17901
C -1.29836 1.01102 -0.81638
C -1.66196 -0.22734 -0.15126
N -1.94577 -1.26857 0.37090
H -0.25234 0.99125 -1.12224
H -1.59508 1.93229 -0.31508
H -1.89118 1.12200 -1.72433
C -2.06190 -2.27363 -3.46189
C -3.43475 -2.83350 -3.33123
N -4.50228 -3.27081 -3.32225
H -1.23180 -2.97982 -3.44379
H -2.27416 -1.68624 -2.56856
H -2.13954 -1.58878 -4.30630
C -0.46664 -5.95267 0.23533
C -0.53273 -4.54728 0.48918
C 0.39493 -3.95935 1.43369
C 1.43883 -4.72662 2.03933
C 1.42701 -6.08443 1.77537
C 0.41949 -6.66937 0.97480
N 2.34170 -4.10676 3.01421
O 3.20427 -4.77516 3.64362
O 2.19557 -2.84785 3.06281
H -1.23369 -6.47460 -0.31750
H -1.21841 -3.87361 -0.00318
H 0.32696 -2.89437 1.59976
H 2.27133 -6.60338 2.20458
H 0.50439 -7.74163 0.87761
C -5.56772 4.67750 -2.93855
C -4.69673 5.43961 -2.12564
C -4.32716 4.93314 -0.82131
C -4.82999 3.65391 -0.43429
C -5.76806 3.01028 -1.21260
C -6.10683 3.54396 -2.46767
N -4.40942 3.03438 0.86483
O -3.31919 3.37672 1.37617
O -5.07890 2.13310 1.31455
H -6.11271 5.17211 -3.72896
H -4.36346 6.46603 -2.16828
H -3.75838 5.41634 -0.04066
H -5.92371 1.96218 -1.00360
H -6.93629 3.10963 -3.00595
C 3.40395 -0.17251 -6.50628
C 2.62527 0.87331 -7.04601
C 1.50307 1.25342 -6.27483
C 1.08666 0.52256 -5.15497
C 1.82412 -0.60333 -4.74545
C 3.02196 -0.95095 -5.35038
N -0.12231 0.92710 -4.45840
O -0.52917 0.15126 -3.59459
O -0.83191 1.90213 -4.76852
H 4.28554 -0.49877 -7.03800
H 2.91185 1.45395 -7.91038
H 0.95832 2.15224 -6.52337
H 1.43249 -1.18730 -3.92569
H 3.48448 -1.82274 -4.91165
C 1.67517 1.80361 5.90266
C 2.13621 0.64197 5.31261
C 1.97127 0.56051 3.94850
C 1.48221 1.61646 3.11514
C 1.02937 2.77741 3.81780
C 1.14954 2.92730 5.23203
N 1.40159 1.46137 1.65892
O 1.51106 0.30678 1.22088
O 1.10065 2.42334 0.99593
H 1.80961 1.87991 6.97154
H 2.52628 -0.20970 5.85010
H 2.23102 -0.40023 3.52910
H 0.54355 3.48032 3.15729
H 0.83504 3.81622 5.75864
C -0.93044 -3.08321 5.50363
C -1.01066 -4.47289 5.70418
C -1.46343 -5.25216 4.73708
C -2.01542 -4.63923 3.54699
C -2.05832 -3.25707 3.41173
C -1.46508 -2.45860 4.39215
N -2.77605 -5.46040 2.53030
O -3.39692 -4.96663 1.62116
O -2.84917 -6.69182 2.67209
H -0.57082 -2.34659 6.20681
H -0.54450 -4.92573 6.56676
H -1.38369 -6.32919 4.74426
H -2.38024 -2.75913 2.50905
H -1.23101 -1.42754 4.17190
C 4.39652 5.56761 -1.49116
C 3.89581 5.85469 -0.16168
C 2.57346 5.67310 0.03960
C 1.67425 5.23899 -0.94207
C 2.16208 5.03165 -2.23935
C 3.49806 5.16068 -2.52502
N 0.17634 5.13178 -0.73187
O -0.46138 4.24647 -1.28003
O -0.25202 5.96129 0.05572
H 5.43181 5.59318 -1.79762
H 4.55564 6.31821 0.55679
H 2.24031 5.87631 1.04662
H 1.50896 4.68880 -3.02819
H 3.98471 5.03102 -3.48041
C 3.29241 1.38880 -1.26125
C 4.39414 1.54604 -0.49734
C 4.99790 0.38237 0.06906
C 4.38687 -0.85225 -0.09514
C 3.20333 -0.98041 -0.78350
C 2.62795 0.15591 -1.40107
N 5.04037 -2.08694 0.48191
O 4.44935 -3.16813 0.29984
O 6.22901 -2.02400 0.81933
H 2.86672 2.26186 -1.73341
H 4.72033 2.55428 -0.28886
H 5.92335 0.41228 0.62497
H 2.73289 -1.94531 -0.90202
H 1.67370 0.16103 -1.90683
*
```

Calculated values
Kohn-Sham gap ... 0.2843 Ha
HOMO level ... -9.17 eV
Total energy ... -3455.58675 hartree
Relative energy (zero: lowest compared OMol25 entry of this formula, charge and spin) ... 0.0 kJ/mol
SMILES ... O=[N+]([O-])c1ccccc1.O=[N+]([O-])c1ccccc1.O=[N+]([O-])c1ccccc1.O=[N+]([O-])c1ccccc1.O=[N+]([O-])c1ccccc1.O=[N+]([O-])c1ccccc1.O=[N+]([O-])c1ccccc1.CC#N.CC#N.CC#N
F_max ... 5.425 eV/Å


No. 4
Below is C48H45HgN3O6S2 as an isolated structure, with properties calculated with ωB97M-V/def2-TZVPD.

ORCA input file:
```
! wB97M-V def2-TZVPD RIJCOSX def2/J DEFGRID3
* xyz -1 2
Hg -0.50089 0.31026 0.38785
C 0.11295 -1.98893 -2.23327
O 0.06081 -1.85602 -0.82761
C 0.72996 -2.75232 -0.04747
C 1.25400 -3.92960 -0.54713
C 1.86797 -4.85126 0.29914
C 1.94325 -4.57103 1.65180
C 1.43477 -3.37657 2.15551
C 0.82717 -2.42104 1.32600
N 0.34631 -1.18711 1.76759
N 0.44312 -1.02219 3.09190
C 0.09390 0.09338 3.79151
C -0.40117 1.36470 3.33803
O -0.53238 1.70889 2.08394
C -0.74687 2.35345 4.30102
C -0.59382 2.18372 5.64473
C -0.06458 0.96688 6.14993
C 0.12406 0.76910 7.53745
C 0.63658 -0.40061 8.02936
C 0.98681 -1.42970 7.13319
C 0.80877 -1.26319 5.78245
C 0.27661 -0.06593 5.24049
H 1.14655 -1.97080 -2.58632
H -0.43063 -1.13691 -2.63288
H -0.37421 -2.90890 -2.56356
H 1.18085 -4.14971 -1.60372
H 2.26968 -5.77205 -0.10612
H 2.40535 -5.28088 2.32916
H 1.50232 -3.14888 3.20714
H -1.14651 3.28055 3.90078
H -0.86387 2.97440 6.33827
H -0.14852 1.57227 8.21486
H 0.75845 -0.54108 9.09748
H 1.39624 -2.35900 7.51477
H 1.07282 -2.05405 5.09475
O 2.79555 0.01414 -1.43845
S 4.23325 0.39439 -1.44745
C 4.28330 2.21079 -1.60569
C 3.50869 2.94029 -0.50831
C 3.02651 4.32853 -0.95998
C 1.72671 4.34910 -1.75859
S 0.21200 3.68657 -0.97023
O 0.45477 2.22384 -0.78616
C 0.36914 4.49231 0.61556
C -0.21761 5.74590 0.72158
C -0.14697 6.43208 1.92681
C 0.49591 5.85295 3.01342
C 1.06490 4.58979 2.89841
C 1.00175 3.90032 1.69616
C 4.79973 0.33711 0.24938
C 6.13355 0.57619 0.55406
C 6.54507 0.50015 1.87630
C 5.63132 0.16887 2.87203
C 4.30644 -0.09425 2.54937
C 3.88390 -0.01024 1.22578
H 3.85106 2.37165 -2.59770
H 5.34272 2.48584 -1.62395
H 4.13731 3.03953 0.37617
H 2.64989 2.32552 -0.23366
H 3.80693 4.79399 -1.57106
H 2.89069 4.96352 -0.08439
H 1.80561 3.75188 -2.67232
H 1.44583 5.37086 -2.02967
H -0.73385 6.17837 -0.13248
H -0.61168 7.40670 2.02232
H 0.53743 6.38228 3.95886
H 1.54323 4.12289 3.75130
H 1.40090 2.89556 1.61617
H 6.84478 0.81611 -0.23141
H 7.58120 0.68978 2.13110
H 5.95790 0.10756 3.90339
H 3.59533 -0.37634 3.31670
H 2.85536 -0.22469 0.94670
C -2.92219 4.58930 0.08933
C -4.18004 3.76970 -0.08246
C -5.11645 4.12785 -1.04685
C -6.27395 3.37596 -1.21129
C -6.46707 2.23872 -0.45181
C -5.52382 1.85219 0.49960
N -5.77624 0.71473 1.28579
C -4.85322 -0.32978 1.56645
C -5.04042 -1.02666 2.76157
C -4.21891 -2.08579 3.11692
C -3.19740 -2.48152 2.26368
C -3.00814 -1.78852 1.08035
C -3.80261 -0.69942 0.72375
C -3.53744 -0.04888 -0.62091
O -4.45375 0.02310 -1.42911
O -2.33770 0.37386 -0.82762
C -4.39729 2.65146 0.73561
C -3.43995 2.34488 1.86207
H -2.85559 5.35605 -0.68557
H -2.03611 3.95049 0.02812
H -2.89384 5.08768 1.06326
H -4.93735 5.00048 -1.66932
H -7.01168 3.66174 -1.95282
H -7.34171 1.61595 -0.60841
H -6.72497 0.39009 1.24223
H -5.83868 -0.70369 3.42019
H -4.37003 -2.58968 4.06413
H -2.54818 -3.31192 2.51544
H -2.25422 -2.12597 0.37834
H -3.88782 1.68611 2.60406
H -3.14200 3.26525 2.37117
H -2.52042 1.86573 1.51097
*
```

Calculated values
Kohn-Sham gap (alpha / beta) ... 0.1715 / 0.2253 Ha
HOMO level (alpha / beta) ... -2.73 / -4.19 eV
Total energy ... -3421.60639 hartree
Relative energy (zero: lowest compared OMol25 entry of this formula, charge and spin) ... 86.1 kJ/mol
F_max ... 0.741 eV/Å


- Which of these has the lowest total energy?
  C48H44IN2O6PS2Ti